No. 1
{
  "formula": "C10H9N2O4Zn",
  "method": "wB97M-V/def2-TZVPD",
  "total_energy_ha": -2576.13212,
  "total_charge": 1,
  "homo_lumo_gap_ev": 8.736,
  "lumo_ev": -4.1366,
  "homo_ev": -12.9,
  "species": ["Zn", "O", "C", "O", "C", "C", "C", "C", "C", "N", "C", "O", "O", "H", "H", "H", "H", "C", "C", "C", "N", "H", "H", "H", "H", "H"],
  "coordinates": [[0.22748, -0.23018, 0.02037], [-3.49075, 1.92778, 0.05254], [-2.29891, 1.38931, 0.04280], [-2.07582, 0.18803, 0.02594], [-1.16580, 2.36305, 0.05395], [-1.22393, 3.73958, 0.07849], [-0.01327, 4.43851, 0.08968], [1.19143, 3.75420, 0.07713], [1.15968, 2.36427, 0.05299], [0.00191, 1.72572, 0.04150], [2.39236, 1.43049, 0.04290], [3.49012, 1.92395, 0.05011], [2.07444, 0.16833, 0.02551], [-4.18825, 1.25619, 0.04537], [-2.18025, 4.24221, 0.08820], [-0.02423, 5.51973, 0.10936], [2.15179, 4.25036, 0.08582], [-0.61454, -5.49618, 0.00516], [0.67997, -4.66044, -0.02314], [0.38618, -3.25298, -0.01199], [0.10693, -2.14354, -0.00257], [-0.35438, -6.55097, -0.00823], [-1.23447, -5.27579, -0.86163], [-1.18857, -5.28694, 0.90566], [1.26579, -4.87766, -0.91862], [1.30799, -4.88316, 0.84184]]
}


No. 2
{
  "formula": "C10H9N3S",
  "method": "wB97M-V/def2-TZVPD",
  "total_energy_ha": -948.78040,
  "relative_energy_kj_mol": 348.36,
  "smiles": "CS/C(C(=C=N)C#N)=C1\\C=CC(C)=N1",
  "homo_lumo_gap_ev": [7.129, 7.130],
  "lumo_ev": [-0.7233, -0.7228],
  "homo_ev": [-7.9, -7.9],
  "species": ["C", "C", "C", "C", "C", "C", "C", "C", "C", "C", "N", "N", "N", "S", "H", "H", "H", "H", "H", "H", "H", "H", "H"],
  "coordinates": [[-2.70226, 1.29487, -0.06089], [1.22793, -1.97617, -0.15540], [2.51069, -1.43781, -0.16718], [0.34658, -0.87287, -0.08985], [2.36566, -0.03112, -0.13362], [-1.41949, 0.69127, 0.13848], [-1.07372, -0.68971, -0.04124], [-0.42904, 1.64239, 0.16906], [3.48339, 0.91519, -0.17210], [-3.64650, -1.27907, 0.32419], [-3.69242, 1.84756, -0.17426], [-0.11710, 2.78477, 0.12969], [1.09702, 0.27579, -0.15021], [-2.09471, -2.13053, -0.05988], [0.76542, -2.90267, -0.16217], [3.53060, -1.83914, -0.21802], [3.18544, 1.76475, -0.86280], [3.65226, 1.58969, 0.79939], [4.35618, 0.51090, -0.36101], [-4.36148, -1.97189, 0.51217], [-4.00767, -0.66214, -0.43110], [-3.65107, -0.85597, 1.31493], [0.67428, 3.33193, -0.14816]]
}


No. 3
{
  "formula": "C10H9N4",
  "method": "wB97M-V/def2-TZVPD",
  "total_energy_ha": -605.05702,
  "total_charge": 1,
  "relative_energy_kj_mol": 231.26,
  "homo_lumo_gap_ev": [8.039, 8.041],
  "lumo_ev": [-4.9459, -4.9446],
  "homo_ev": [-13.0, -13.0],
  "species": ["C", "C", "C", "C", "C", "C", "C", "C", "C", "C", "N", "N", "N", "N", "H", "H", "H", "H", "H", "H", "H", "H", "H"],
  "coordinates": [[3.35064, -1.17050, 1.72869], [1.86599, 0.51661, 2.63072], [-2.72426, 1.04052, -1.74524], [-2.61249, 1.01069, -0.26451], [-1.85416, 0.26832, -2.39865], [-1.59588, 0.43438, 0.38134], [-0.75518, -0.47624, -1.70402], [2.31998, 0.40741, 0.34467], [0.06024, -1.26070, 0.39317], [2.94404, 0.20701, 1.65200], [3.38427, -2.29573, 1.90418], [1.09736, 0.97539, 3.35164], [1.77964, 0.54198, -0.65978], [-0.70295, -0.44834, -0.23144], [-3.43295, 1.52253, -2.25140], [-3.26811, 1.55157, 0.46488], [-1.92315, 0.28119, -3.57670], [-1.67975, 0.49993, 1.47799], [-0.72176, -1.39234, -2.27008], [0.01618, -1.02138, 1.44738], [0.62539, -2.09687, -0.12076], [3.71117, 1.00812, 1.65034], [0.11574, -0.10355, -2.20442]]
}


No. 4
{
  "formula": "C10H9NO",
  "method": "wB97M-V/def2-TZVPD",
  "total_energy_ha": -516.26691,
  "relative_energy_kj_mol": 517.23,
  "homo_lumo_gap_ev": 8.094,
  "lumo_ev": 0.0599,
  "homo_ev": -8.0,
  "species": ["C", "C", "C", "C", "C", "C", "C", "C", "C", "C", "H", "H", "H", "H", "H", "H", "H", "H", "H", "N", "O"],
  "coordinates": [[-2.71363, -0.23633, -0.11324], [-1.25862, -0.61936, -0.27619], [-0.73186, -1.92854, 0.03125], [0.65271, -2.34984, 0.20996], [1.58792, -1.40990, -0.13541], [1.07592, -0.03073, -0.26795], [1.82708, 2.16452, -0.13852], [0.45654, 2.66773, 0.30683], [-0.46619, 1.72796, -0.17600], [-0.21720, 0.31249, -0.37239], [-3.73914, -1.05123, -0.39549], [-2.80107, 0.18605, 1.03852], [-2.82772, 0.60208, -0.75177], [-1.52276, -2.78006, -0.15599], [0.85892, -3.51281, 0.29212], [3.49776, -1.04168, -0.03918], [2.98988, 2.64929, -0.10549], [-0.05793, 3.65369, 0.94679], [-1.60878, 1.82792, 0.42819], [2.13087, 0.87733, -0.36676], [2.86727, -1.70860, 0.04072]]
}


No. 5
{
  "formula": "C10H9NO2",
  "method": "wB97M-V/def2-TZVPD",
  "total_energy_ha": -591.52416,
  "relative_energy_kj_mol": 484.09,
  "homo_lumo_gap_ev": [6.530, 6.529],
  "lumo_ev": [-0.4520, -0.4524],
  "homo_ev": [-7.0, -7.0],
  "species": ["C", "C", "C", "C", "C", "C", "C", "C", "C", "C", "N", "O", "O", "H", "H", "H", "H", "H", "H", "H", "H", "H"],
  "coordinates": [[2.81077, 1.89055, 1.89125], [3.17917, 0.82138, 1.02516], [1.50087, 2.07203, 2.14799], [2.20814, 0.12002, 0.30882], [0.45261, 1.45117, 1.41874], [0.77138, 0.41785, 0.42502], [-0.83300, 1.77707, 1.68711], [-0.30039, -0.29472, -0.22506], [-1.58019, -0.03451, 0.26507], [-2.93148, -1.23193, -1.44831], [-2.75997, -0.36821, -0.23063], [-1.69739, 2.43934, 2.17919], [0.01018, -1.31019, -1.11007], [3.48002, 2.56356, 2.50981], [4.33128, 0.60711, 0.91694], [1.18427, 2.72352, 2.83135], [2.35302, -0.66773, -0.34917], [-3.67857, -2.12108, -1.18418], [-3.36530, -0.45256, -2.14056], [-1.86851, -1.37590, -1.79575], [-3.65680, -0.33919, 0.21511], [0.55294, -1.92632, -0.69051]]
}


No. 6
{
  "formula": "C10H9NO3",
  "method": "wB97M-V/def2-TZVPD",
  "total_energy_ha": -666.86200,
  "relative_energy_kj_mol": 197.35,
  "smiles": "O[C@H]1C=C[C@@H]2Oc3ccncc3[C@@]21O",
  "homo_lumo_gap_ev": 9.952,
  "lumo_ev": 0.5605,
  "homo_ev": -9.4,
  "species": ["C", "C", "C", "C", "C", "C", "C", "C", "C", "C", "N", "O", "O", "O", "H", "H", "H", "H", "H", "H", "H", "H", "H"],
  "coordinates": [[1.86377, -1.56314, -1.34498], [1.19982, -1.73967, -2.62163], [-0.75277, -0.74235, -1.87680], [-0.15869, -0.49382, -0.61944], [1.18820, -0.86074, -0.35616], [0.95660, 1.53800, 1.65690], [0.01198, 2.29754, 1.09544], [0.64039, 0.10467, 1.53589], [-1.19909, 1.53298, 0.60028], [-0.69547, 0.08265, 0.64059], [-0.09708, -1.46496, -2.75470], [1.66831, -0.68011, 0.87623], [-2.34711, 1.57654, 1.39249], [-1.48703, -0.94054, 1.21499], [2.92913, -1.67563, -1.23318], [1.72485, -2.33295, -3.38735], [-1.86720, -0.57399, -1.89529], [1.98452, 1.97673, 1.82744], [0.01804, 3.35409, 0.83931], [0.36134, -0.52208, 2.52522], [-1.41727, 1.84428, -0.40919], [-2.41900, 0.60099, 1.69331], [-2.10623, -1.31850, 0.60064]]
}